This record from the Open Molecules 2025 dataset describes 2 unconnected molecules or ions with the total composition C2H8NO2. The level of theory is wB97M-V/def2-TZVPD.

LUMO energy in eV: 4.4562
Calculated total energy in eV: -7789.1361
Total charge: -1
Kohn-Sham gap in eV: 8.1
Maximum force in eV/A: 0.72
Energy above the lowest of the compared OMol25 structures with the same formula, charge and spin in kJ/mol: 4.7
Highest occupied orbital energy in Eh: -0.1350

Atoms and positions in Å:
1 C -0.85 -0.39 -0.87
2 O -1.58 0.29 0.10
3 C 0.59 0.14 -1.01
4 N 1.48 -0.14 0.12
5 H -1.34 -0.27 -1.85
6 H -0.80 -1.48 -0.64
7 H 0.45 1.22 -1.08
8 H 1.09 -0.19 -1.93
9 H 1.65 -1.14 0.16
10 H 1.00 0.11 1.00
11 H -0.22 1.25 2.65
12 H -1.06 0.24 1.05
13 O -0.42 0.36 2.32